Molecular formula: C14H15Cl4NO2
Method: DFT, ωB97M-V/def2-TZVPD

Properties
Molecular weight = 371.1 g/mol
HOMO = -9.4 eV
Total charge = 0
SMILES = C[N+](=O)[O-].ClC(Cl)(Cl)Cl.c1ccccc1.c1ccccc1
Relative energy (zero: lowest compared OMol25 entry of this formula, charge and spin) = 0.1180 eV
E = -2588.31431 Eh
Gap between HOMO and LUMO = 9.138 eV

Structure (XYZ):
```
36
Properties=species:S:1:pos:R:3:lowdin_charge:R:1
C 2.0986 -1.8499 -0.2589 0.029
N 2.0660 -3.0209 0.6432 -0.432
O 2.8080 -3.0442 1.6438 0.039
O 1.4866 -4.0100 0.2653 0.068
H 2.3064 -0.9883 0.3756 0.102
H 1.1442 -1.7210 -0.7694 0.022
H 2.8745 -2.0395 -1.0006 0.109
Cl -2.4841 1.3545 -3.3074 0.522
C -1.3504 0.0720 -3.8470 -1.969
Cl -0.1141 0.7543 -4.9136 0.528
Cl -0.3802 -0.5443 -2.4689 0.538
Cl -2.2735 -1.2521 -4.6160 0.531
C 1.7295 4.3118 0.5748 -0.097
C 2.7205 3.8724 -0.3398 -0.080
C 2.2972 3.0561 -1.3678 -0.084
C 0.9569 2.5737 -1.3664 -0.086
C 0.0114 3.0038 -0.4218 -0.092
C 0.4402 3.9092 0.4942 -0.141
H 1.7842 5.0675 1.3445 0.100
H 3.7688 4.0419 -0.1428 0.099
H 3.1160 2.6955 -1.9728 0.097
H 0.6147 1.8855 -2.1251 0.020
H -1.0320 2.7574 -0.5522 0.095
H -0.2156 4.3822 1.2101 0.105
C -2.4930 -3.0318 2.8098 -0.103
C -1.9527 -1.8690 3.2998 -0.079
C -1.5746 -0.9205 2.3662 -0.123
C -1.5180 -1.1343 1.0256 -0.102
C -2.0845 -2.3680 0.5809 -0.085
C -2.6023 -3.2941 1.4582 -0.096
H -2.9417 -3.8421 3.3651 0.102
H -1.7729 -1.6805 4.3479 0.104
H -1.0269 -0.0349 2.6529 0.101
H -1.2669 -0.3321 0.3475 0.069
H -2.1641 -2.4997 -0.4881 0.085
H -2.9763 -4.2604 1.1534 0.105
```